(1)
Formula: C22H16N5O2
Source: the Open Molecules 2025 dataset
Level of theory: the ωB97M-V functional and the def2-TZVPD basis

The geometry in XYZ format:
```
45
Properties=species:S:1:pos:R:3:forces:R:3
C -5.07199 0.47550 -2.71832 0.24 -0.05 0.10
C -4.47154 -0.75874 -2.42773 0.29 0.28 -0.23
C -3.07560 -0.86682 -2.36503 -0.32 0.28 0.05
C -2.26247 0.26978 -2.53949 -0.39 0.03 0.37
C -0.80012 0.24469 -2.28743 0.96 0.60 0.61
N -0.27090 1.39058 -1.93315 -0.74 -0.59 -0.91
C 1.03415 1.75553 -1.82748 0.20 0.78 -0.07
C 1.21591 3.19301 -2.02260 0.31 0.58 -0.71
N 1.40680 4.31586 -2.28099 -0.26 -1.45 0.66
C -0.04411 -1.02255 -2.46112 0.09 -0.32 -0.44
C -0.44895 -1.97536 -3.42070 0.36 -0.05 -0.02
C 0.28963 -3.13885 -3.63875 0.20 0.02 0.24
C 1.49235 -3.36254 -2.94824 -0.26 0.38 0.12
C 1.90991 -2.41615 -2.00450 -0.15 -0.31 -0.16
C 1.12048 -1.30082 -1.72618 0.14 0.11 -0.17
C -2.86923 1.49756 -2.85816 -0.61 -0.15 -0.03
C -4.26457 1.59918 -2.94741 0.32 -0.38 0.01
H -6.16253 0.56470 -2.75010 0.40 -0.06 -0.04
H -5.08388 -1.64584 -2.25803 0.12 0.26 -0.03
H -2.61014 -1.83349 -2.14874 -0.27 0.42 0.06
H 1.86921 1.15630 -2.21884 -0.49 0.23 -0.16
H -1.33824 -1.78328 -4.02166 0.26 -0.09 0.15
H -0.07335 -3.88425 -4.34843 0.13 0.25 0.10
H 2.08517 -4.26164 -3.13025 -0.20 0.28 0.01
H 2.85691 -2.54954 -1.47028 -0.42 -0.01 -0.13
H 1.43424 -0.61308 -0.94539 -0.06 -0.09 -0.12
H -2.24106 2.37516 -3.01580 -0.15 -0.32 0.11
H -4.71667 2.55914 -3.20433 0.10 -0.27 0.12
H 0.28618 2.88611 2.38823 -0.12 -0.46 -0.34
C 0.86416 1.98057 2.16230 -0.15 0.22 1.01
C 1.30686 1.22843 3.32588 0.39 0.01 -0.37
C 0.99949 1.72085 4.63455 -0.02 -0.14 -0.07
C 1.39368 1.04978 5.77994 0.15 -0.34 -0.39
C 2.11573 -0.15566 5.65585 -0.25 0.49 -1.03
N 2.51824 -0.85710 6.82970 0.55 -0.95 1.22
O 3.16059 -1.92383 6.68249 -0.96 1.60 0.50
O 2.21602 -0.38335 7.94974 0.53 -0.84 -1.64
C 2.44268 -0.66774 4.37585 -0.32 0.45 0.22
C 2.04426 0.00997 3.22721 0.00 -0.01 0.41
N 1.14641 1.72214 0.91114 0.95 0.18 -1.68
N 1.70120 1.33917 -0.07691 -0.58 -0.64 2.63
H 0.43071 2.65582 4.72816 0.28 -0.43 -0.09
H 1.16734 1.40997 6.78187 0.01 0.00 -0.33
H 3.00232 -1.59689 4.32437 -0.11 0.19 -0.05
H 2.29469 -0.40232 2.23881 -0.15 0.29 0.51
```
Forces are in eV/Å.

Values from the calculation:
E_tot, eV: -34614.558
Charge: -1
Relative energy (zero: lowest compared OMol25 entry of this formula, charge and spin), kJ/mol: 20.1

---

(2)
Formula: C29H46BBrFIN9O6S2
Source: the Open Molecules 2025 dataset
Level of theory: the ωB97M-V functional and the def2-TZVPD basis

The geometry in XYZ format:
```
96
Properties=species:S:1:pos:R:3:forces:R:3
C 4.60704 2.97861 1.06840 0.10 0.41 0.03
C 3.59339 2.58495 0.04983 0.31 0.49 0.57
C 2.51609 1.70043 0.60655 -0.31 1.10 -1.48
Br 1.10272 2.79309 1.34208 -0.44 0.28 -0.32
C 2.09076 0.65328 -0.41707 -0.40 -1.75 0.78
S 2.47346 1.09071 -2.15487 1.65 0.22 1.87
O 3.74366 0.66474 -2.55435 2.19 -1.40 -0.92
O 2.21574 2.44503 -2.35774 -1.49 3.02 -0.47
F 1.47285 0.34498 -2.97521 -1.55 -1.34 -0.91
O 0.79900 0.27839 -0.53656 -1.75 0.62 0.53
B 0.57851 -1.21085 -0.40156 0.33 -0.63 -0.66
S -0.05354 -2.21542 -1.96451 -0.67 0.09 -0.29
C -0.48333 -1.57252 0.74245 -0.27 0.58 -0.74
C -1.94904 -1.47097 0.25127 0.20 -0.39 0.87
C -2.90477 -0.60556 1.03115 0.53 0.17 -1.03
C -2.56183 0.83027 0.73601 -1.08 -0.11 0.32
O -3.55653 1.41485 -0.16378 -0.77 -0.88 1.84
C -2.98980 1.97782 -1.20576 0.07 2.40 2.11
C -2.45741 3.34060 -1.05989 0.39 0.04 0.69
O -2.88249 1.42161 -2.20721 0.13 -2.91 -5.29
O 2.00145 -1.67101 -0.31591 -0.69 -1.65 -1.07
C 2.68939 -0.66915 0.18845 0.75 0.09 -0.51
I 4.82042 -0.96688 0.07290 -0.02 0.06 0.03
H 4.15585 3.17368 2.01537 -0.32 0.01 0.90
H 5.09323 3.87754 0.76676 0.45 0.71 -0.20
H 5.36443 2.23797 1.13995 0.67 -0.87 0.40
H 3.12851 3.46037 -0.31941 -0.44 0.88 -0.65
H 4.11588 2.12577 -0.75913 0.34 -0.42 -0.53
H 2.89894 1.23725 1.46707 0.26 -0.98 1.01
H 1.06023 -2.24786 -2.68372 0.37 0.05 -0.07
H -0.34347 -2.59549 1.00147 0.35 -0.96 0.28
H -0.34411 -1.01904 1.64928 0.16 0.64 0.64
H -2.33941 -2.46251 0.29739 -0.42 -0.92 -0.40
H -2.04241 -1.11064 -0.75205 0.20 -0.03 -0.88
H -3.86600 -0.77646 0.59147 -0.91 -0.10 0.04
H -2.94381 -0.85254 2.06393 0.04 0.01 0.99
H -1.61184 0.86419 0.26121 1.01 0.30 -0.31
H -2.57299 1.40604 1.62111 0.19 0.91 0.96
H -2.87351 4.03049 -1.75066 -0.61 0.54 -0.56
H -1.42205 3.26728 -1.27793 1.18 -0.01 -0.36
H -2.51402 3.67974 -0.06249 -0.34 0.67 1.03
H 2.49165 -0.71944 1.22981 0.29 1.13 1.41
C 4.54476 4.59551 -3.07690 -0.14 -0.03 -0.17
C 5.33562 4.99573 -1.93101 -1.19 -0.58 -1.70
N 5.93492 5.31038 -1.02695 1.39 0.78 1.90
H 4.60011 5.36128 -3.84689 0.02 0.03 -0.05
H 4.92295 3.65713 -3.47368 -0.06 -0.10 -0.01
H 3.50827 4.45473 -2.77811 -0.01 -0.11 -0.02
C 7.71406 -4.15009 -0.50323 -0.06 -0.30 -0.05
C 7.77628 -2.73656 -0.21290 0.01 -2.04 -0.44
N 7.82418 -1.63072 0.00564 0.42 2.43 0.55
H 7.27581 -4.30147 -1.48611 -0.05 -0.04 -0.04
H 8.71499 -4.57388 -0.48598 0.04 -0.05 -0.01
H 7.09865 -4.64872 0.24108 -0.05 -0.05 0.01
C -5.99645 -3.55868 2.00536 -0.17 -0.21 -0.27
C -5.43183 -2.58329 2.90969 -1.51 -2.65 -2.48
N -4.99204 -1.83479 3.61117 1.66 2.93 2.85
H -5.20855 -4.16012 1.55817 0.02 0.08 -0.01
H -6.67509 -4.21255 2.54969 -0.06 -0.02 -0.02
H -6.54799 -3.05987 1.21171 -0.05 -0.01 -0.03
C 0.39815 2.83555 5.53657 0.04 0.22 0.18
C 0.33952 1.75536 4.57850 0.04 1.50 1.44
N 0.28994 0.92899 3.81312 -0.27 -2.05 -1.54
H -0.19298 2.58224 6.41304 -0.02 0.03 0.07
H 1.42940 3.00455 5.83626 0.05 0.05 0.04
H 0.00344 3.74494 5.08886 0.00 0.05 0.00
C -2.03412 7.70421 -2.12350 0.02 0.13 -0.23
C -2.12447 6.94110 -0.89773 0.15 1.11 -1.80
N -2.19203 6.33291 0.04979 -0.17 -1.23 2.22
H -1.40638 8.57743 -1.96732 0.03 0.05 -0.03
H -1.60042 7.08797 -2.90694 0.02 -0.01 -0.06
H -3.02577 8.02647 -2.42998 -0.04 0.03 -0.05
C -4.56715 -7.94121 1.75392 -0.08 -0.24 0.10
C -4.09749 -6.69045 1.19967 -0.63 -1.85 0.78
N -3.73126 -5.71408 0.76819 0.79 2.12 -1.01
H -3.74050 -8.64260 1.82845 0.02 -0.06 0.02
H -4.98176 -7.77104 2.74409 -0.03 -0.02 0.06
H -5.33652 -8.36115 1.11140 -0.05 -0.05 -0.01
C -5.46052 -4.35647 -2.42785 -0.09 -0.07 0.12
C -6.76868 -4.35563 -1.79438 3.52 -0.05 -1.60
N -7.78555 -4.35541 -1.32677 -3.71 -0.01 1.78
H -4.92116 -3.45164 -2.16897 0.10 0.04 -0.03
H -4.88404 -5.21585 -2.09653 0.07 0.00 0.04
H -5.58083 -4.40116 -3.50307 0.08 0.04 -0.10
C 5.90424 0.04069 4.00368 0.32 0.05 0.02
C 4.48063 -0.06616 3.78284 2.12 0.16 0.28
N 3.37063 -0.14930 3.59784 -2.52 -0.18 -0.34
H 6.09813 0.69109 4.85325 0.05 0.03 0.04
H 6.31914 -0.94396 4.20205 0.06 -0.04 -0.01
H 6.37768 0.45432 3.11600 0.04 -0.01 -0.06
C -3.52242 -0.68684 -5.15714 -0.04 0.40 -0.04
C -3.59084 -2.08145 -4.78869 0.20 2.03 -0.45
N -3.64741 -3.16606 -4.48197 -0.12 -2.44 0.45
H -3.63691 -0.06277 -4.27152 0.09 0.02 0.06
H -2.56216 -0.47051 -5.61714 0.07 0.02 0.02
H -4.31901 -0.46143 -5.86284 -0.02 0.05 -0.05
```
Forces are in eV/Å.

Values from the calculation:
E_tot, eV: -159721.958
Charge: -1

---

(3)
Formula: C18H20ClN5O3S
Source: the Open Molecules 2025 dataset
Level of theory: the ωB97M-V functional and the def2-TZVPD basis

The geometry in XYZ format:
```
48
Properties=species:S:1:pos:R:3:forces:R:3
O -2.79927 0.28004 0.48234 0.27 0.17 0.80
O -0.51793 -4.83615 -0.41601 -1.10 1.33 1.02
O -2.90463 -5.20524 0.07027 1.08 1.73 1.00
Cl 1.02332 -2.85398 1.02557 0.01 -0.02 0.18
N 5.25678 4.50622 -0.96210 -0.29 -0.53 0.30
N -0.33966 -2.02082 3.04687 -0.25 0.19 -0.30
C -2.01107 0.03279 -0.40388 -0.08 0.06 -0.34
C -1.43034 -1.79688 3.79318 0.29 -0.42 -0.18
C 5.28536 3.31299 -0.33935 -0.70 -0.28 -0.59
C 4.05997 4.91330 -1.41769 0.27 -0.46 0.03
C -0.44547 -2.73400 1.92355 -0.46 0.80 1.38
C -2.67234 -2.34331 3.51228 -0.23 -0.08 -0.11
C 4.15159 2.49251 -0.19355 0.87 0.53 0.49
C 2.88222 4.17413 -1.29440 0.34 1.00 -0.61
C -2.79939 -3.10315 2.35154 0.23 0.59 0.31
C 2.92608 2.93879 -0.66870 -1.03 -0.50 -0.39
C -1.68007 -3.27411 1.54915 0.80 -1.02 -1.09
N -0.75161 0.62851 -0.48859 -0.01 -0.53 0.27
N 1.76169 2.16313 -0.60470 -0.78 -0.53 -1.05
N -2.25756 -3.12389 -1.19146 -0.28 -2.73 1.77
C -0.09800 1.13916 0.74215 -0.16 0.23 -0.19
C -0.00758 0.77338 -1.74067 0.10 0.36 0.62
C 1.41537 1.43160 0.61254 -0.18 -0.31 -1.23
C 0.78071 2.09254 -1.72559 0.30 0.85 0.25
C -3.37008 -2.16604 -0.94763 0.47 0.58 0.01
C -1.31818 -2.10138 -1.50955 1.53 0.63 -1.40
C -2.39302 -1.07157 -1.41409 0.22 1.77 0.39
S -1.78132 -4.26744 0.02548 -1.69 -1.58 -2.87
H -1.30547 -1.16873 4.67304 0.16 -0.13 -0.15
H 6.26112 2.89931 -0.04770 -0.39 0.49 0.03
H 4.07151 5.86204 -1.95573 -0.13 -0.14 0.22
H -3.51170 -2.17274 4.19519 0.31 -0.06 -0.45
H 4.24927 1.53400 0.29818 -0.02 -0.05 -0.07
H 1.95327 4.57882 -1.71277 0.37 -0.24 0.25
H -3.75858 -3.48045 2.04721 -0.10 -0.40 -0.07
H -0.22335 0.40679 1.54976 -0.09 0.19 -0.16
H -0.58938 2.06231 1.02945 -0.18 0.16 0.22
H -0.73298 0.84745 -2.53822 -0.06 -0.10 -0.40
H 0.64905 -0.07404 -1.91101 0.26 -0.18 -0.14
H 1.69975 2.10197 1.40047 0.07 -0.09 0.91
H 1.98891 0.50572 0.66475 -0.01 -0.19 0.25
H 0.05074 2.91159 -1.62011 -0.07 -0.16 -0.02
H 1.24706 2.27928 -2.72386 0.06 -0.40 0.87
H -4.26801 -2.31929 -1.53336 0.09 -0.24 -0.32
H -3.67821 -1.99590 0.06703 0.03 -0.16 0.70
H -0.90801 -2.13329 -2.53299 0.18 -0.57 0.44
H -0.51711 -1.95612 -0.79387 0.20 -0.07 0.01
H -2.64344 -0.66982 -2.37241 -0.25 0.49 -0.58
```
Forces are in eV/Å.

Values from the calculation:
E_tot, eV: -55938.814
SMILES: O=C(C1CN(S(=O)(=O)c2cccnc2Cl)C1)N1CCN(c2ccncc2)CC1
Relative energy (zero: lowest compared OMol25 entry of this formula, charge and spin), kJ/mol: 0.0

---

(4)
Formula: C27H30O8
Source: the Open Molecules 2025 dataset
Level of theory: the ωB97M-V functional and the def2-TZVPD basis

The geometry in XYZ format:
```
65
Properties=species:S:1:pos:R:3:forces:R:3
C -5.39472 -3.71526 -1.32575 0.24 0.13 0.15
H -4.91946 -3.74987 -2.30373 0.01 0.00 -0.12
H -6.46627 -3.84152 -1.45155 -0.13 0.02 -0.04
H -5.01286 -4.53229 -0.71968 -0.04 -0.05 -0.01
C -5.11392 -2.37349 -0.65227 -0.67 -0.18 0.00
C -5.64264 -1.21805 -1.50050 0.32 -0.24 0.21
H -5.19413 -1.24639 -2.48975 0.02 0.00 -0.13
H -6.72175 -1.28994 -1.59712 -0.12 -0.03 0.00
H -5.38852 -0.26949 -1.03561 -0.01 0.12 0.05
C -5.70286 -2.32667 0.75610 0.29 -0.05 -0.13
H -5.31736 -3.14617 1.35663 -0.04 -0.02 0.04
H -6.78453 -2.40971 0.70137 -0.12 0.02 -0.03
H -5.44556 -1.38519 1.23657 -0.02 0.11 0.05
O -3.67958 -2.13446 -0.59583 -0.23 0.34 -0.29
C -2.87147 -2.93162 0.06064 0.66 -0.02 0.19
O -3.15698 -3.93489 0.66246 0.06 -0.03 0.00
C -1.42093 -2.44548 -0.03067 -0.08 -0.31 0.13
O -1.38664 -1.12535 -0.50836 0.18 0.23 -0.08
C -0.18450 -0.52345 -0.68344 0.37 0.17 -0.03
C 1.04093 -1.09736 -0.39783 -0.03 -0.26 0.09
C 2.20105 -0.35283 -0.61154 -0.67 0.56 -0.21
C 2.16615 0.95925 -1.08987 0.04 0.06 0.00
C 0.89855 1.53312 -1.36693 -0.08 -0.60 0.08
C -0.24782 0.78269 -1.17753 -0.12 0.16 -0.15
H -1.22944 1.17538 -1.38548 -0.13 0.07 -0.04
O 0.90415 2.80053 -1.81007 0.05 -0.09 0.02
C -0.31089 3.47711 -1.98715 -0.33 0.05 0.04
C -1.15807 3.61335 -0.71444 0.02 0.02 -0.52
O -2.30964 3.96451 -0.75078 0.01 0.03 -0.04
O -0.45117 3.30110 0.35052 0.32 0.09 0.21
C -1.03070 3.26967 1.68137 -0.33 0.00 0.61
C -1.47875 4.67234 2.08537 0.07 -0.16 -0.27
H -0.64502 5.36667 2.00817 0.09 0.08 0.04
H -1.83470 4.66153 3.11168 -0.01 -0.02 0.13
H -2.28161 5.01348 1.43717 -0.04 0.03 0.03
C -2.19549 2.28132 1.72017 0.14 0.18 -0.21
H -3.01523 2.63583 1.10102 -0.06 -0.03 0.02
H -2.54768 2.17631 2.74260 0.00 -0.02 0.13
H -1.87398 1.30805 1.35469 0.03 -0.13 0.00
C 0.11959 2.78466 2.56248 -0.20 0.13 -0.38
H 0.44188 1.79767 2.23969 0.04 -0.13 -0.01
H -0.19807 2.73650 3.59978 -0.06 0.00 0.11
H 0.96314 3.46437 2.47813 0.10 0.08 0.03
H -0.03243 4.48293 -2.31663 -0.11 -0.15 0.04
H -0.93344 3.01904 -2.76762 0.06 0.06 0.17
C 3.42407 1.70047 -1.28088 0.04 -0.10 0.00
O 3.50458 2.84370 -1.69317 0.20 -0.05 0.04
C 4.60516 0.92105 -0.92370 -0.03 -0.39 0.13
C 4.53603 -0.35059 -0.48046 0.19 0.83 -0.28
O 3.35705 -0.99303 -0.31534 0.10 -0.18 0.06
C 5.69526 -1.17180 -0.10768 0.08 -0.33 0.12
C 5.53690 -2.22255 0.79569 -0.09 0.13 -0.07
C 6.61836 -3.00040 1.16259 0.06 -0.06 0.04
C 7.87109 -2.74584 0.62980 0.01 -0.02 0.01
C 8.03580 -1.71018 -0.27594 0.07 0.01 0.02
C 6.95843 -0.92752 -0.64479 -0.18 0.03 0.02
H 7.09241 -0.13700 -1.36633 0.01 0.08 -0.09
H 9.00927 -1.51472 -0.70044 0.07 0.02 -0.04
H 8.71571 -3.35475 0.91551 0.07 -0.05 0.02
H 6.48381 -3.80841 1.86640 -0.01 -0.05 0.06
H 4.56124 -2.41744 1.21369 -0.06 -0.03 0.02
H 5.55507 1.41952 -1.01951 0.12 -0.01 0.03
H 1.14581 -2.09896 -0.01698 -0.02 -0.13 0.04
H -0.97616 -2.52928 0.97007 -0.09 0.00 -0.15
H -0.88655 -3.13020 -0.70502 -0.06 0.08 0.09
```
Forces are in eV/Å.

Values from the calculation:
E_tot, eV: -44866.346
SMILES: CC(C)(C)OC(=O)COc1cc(OCC(=O)OC(C)(C)C)c2c(=O)cc(-c3ccccc3)oc2c1
Relative energy (zero: lowest compared OMol25 entry of this formula, charge and spin), kJ/mol: 0.0